No. 1
{"formula": "C4H5CrO2", "method": "wB97M-V/def2-TZVPD", "fmax_ev_per_a": 2.39, "total_charge": 1, "total_energy_ha": -1349.97273, "multiplicity": 5, "relative_energy_ev": 0.000, "species": ["C", "O", "C", "H", "Cr", "H", "H", "C", "C", "O", "H", "H"], "coordinates": [[0.37575, -0.49973, 0.31270], [-2.80810, 1.29732, 0.07025], [1.19966, -0.19119, -0.70491], [0.77680, 0.16849, -1.65671], [3.87399, -0.32248, 0.38949], [-1.55666, -0.80884, 1.17282], [0.81229, -0.86542, 1.24775], [-1.12501, -0.38944, 0.24667], [-1.63142, 1.02041, 0.18665], [2.51955, -0.27623, -0.70132], [-0.84729, 1.79942, 0.04340], [-1.58956, -0.93231, -0.60678]], "atomic_forces_ev_per_a": [[0.6, -0.3, -0.3], [1.5, -0.4, 0.6], [-2.4, 0.2, -0.1], [0.3, -0.1, 0.4], [0.5, 0.2, 0.5], [0.1, -0.1, -0.5], [-0.1, 0.0, -0.2], [-0.1, -0.6, 0.6], [-1.4, 1.1, -1.5], [0.7, -0.4, -0.4], [-0.2, 0.0, 0.4], [0.4, 0.3, 0.5]]}

No. 2
{"formula": "CH2O3S", "method": "wB97M-V/def2-TZVPD", "fmax_ev_per_a": 5.72, "total_charge": 0, "total_energy_ha": -663.13451, "multiplicity": 1, "relative_energy_ev": 1.044, "species": ["C", "O", "O", "O", "S", "H", "H"], "coordinates": [[0.51764, 1.27677, -0.28409], [-1.36563, -1.68506, 0.19969], [-0.30518, 1.39338, 0.54810], [0.84963, 0.15378, -0.79062], [-1.44796, -2.40598, 1.47657], [1.28441, 2.00484, -0.73671], [0.46709, -0.73774, -0.41294]], "atomic_forces_ev_per_a": [[1.6, 1.2, -0.1], [0.2, 0.3, -0.6], [-1.5, 1.4, 1.5], [1.0, -5.4, -1.4], [-0.1, -0.3, 0.6], [-1.5, 0.0, 0.7], [0.2, 2.9, -0.6]]}

No. 3
{"formula": "C36H37N7O2", "method": "wB97M-V/def2-TZVPD", "fmax_ev_per_a": 9.16, "total_charge": 0, "total_energy_ha": -1927.33435, "multiplicity": 1, "species": ["H", "C", "C", "C", "C", "O", "H", "C", "C", "H", "H", "H", "C", "H", "C", "C", "N", "H", "C", "H", "C", "N", "C", "H", "C", "C", "H", "N", "C", "H", "C", "H", "C", "C", "N", "C", "H", "O", "H", "H", "N", "C", "H", "H", "C", "H", "H", "C", "H", "C", "N", "C", "N", "C", "C", "H", "C", "H", "C", "C", "H", "H", "C", "H", "H", "H", "C", "C", "H", "H", "H", "H", "H", "C", "H", "H", "H", "C", "H", "H", "C", "C"], "coordinates": [[3.62207, 1.66637, 1.92598], [3.51197, 3.51526, 3.03836], [0.27950, 0.07036, -1.92310], [-2.49449, -3.97084, -3.55638], [-1.55865, 3.43916, -2.91161], [0.87529, -3.13234, 2.50428], [-3.65531, -1.97877, -3.07856], [-3.55902, 2.40398, -3.37198], [0.25335, -1.93854, 0.16893], [3.61228, 5.19044, 4.39938], [-2.89970, -4.98791, -3.09719], [-0.28109, -4.26842, -2.71659], [-1.02832, -0.64020, -2.61169], [-4.06239, 1.57044, -3.85312], [-2.73872, -7.22331, -0.23557], [-0.87379, -4.14720, -3.72870], [-6.22633, 5.93654, -1.12082], [-0.47898, 3.42707, -3.03193], [-0.66602, -8.37209, -1.58631], [-2.35371, -8.62963, 1.34587], [1.14916, -2.30666, 1.49131], [-2.21421, 2.41590, -3.50120], [9.21711, -0.86892, 5.47605], [-1.54535, -0.27746, -3.60382], [0.87990, -0.60890, -0.55696], [-1.06562, -2.65823, -0.48698], [-4.09902, 5.18363, -1.53493], [2.41751, -1.47561, 1.20554], [-1.00771, -8.85843, -0.32860], [-5.25671, 6.21410, 0.67822], [4.69986, 1.58946, 3.78593], [5.03645, 0.56392, 3.66497], [3.91398, 2.20137, 2.82254], [-2.06337, -8.27452, 0.36360], [5.10279, 2.19666, 4.92360], [9.17444, 1.41342, 3.98348], [3.16855, -2.08509, 0.79935], [2.89325, 0.93788, 0.35916], [-9.20041, 7.89258, 0.43090], [-7.12306, 7.47602, 1.75755], [-0.21564, -3.08111, -4.60240], [-8.36867, 7.34535, -0.00315], [-1.53894, -3.59600, 0.03652], [-0.71201, -5.17580, -4.31192], [-3.57191, 4.40939, -2.08480], [5.03724, 3.93893, 6.02538], [-1.60874, 5.24507, -1.74385], [-1.39835, -7.31444, -2.10108], [-0.45562, -9.68542, 0.10836], [-8.44630, 6.86654, -1.30669], [10.32289, -0.56133, 4.76395], [8.06781, -0.09505, 5.48818], [-2.42900, -6.72840, -1.45396], [-7.36040, 6.17268, -1.81613], [3.90931, 4.16679, 4.20144], [2.89440, 4.02745, 2.30630], [2.17654, -0.20599, 0.36189], [11.17585, 0.79758, 3.46772], [-7.21454, 7.11642, 0.73893], [4.69834, 3.47265, 5.10449], [-5.35580, 3.31097, -2.61311], [-3.57181, -6.73653, 0.26311], [-1.65393, -1.97966, -1.89468], [-7.37385, 5.77629, -2.82725], [0.83224, -3.23319, -4.65191], [7.16771, 1.70167, 4.71189], [-6.17961, 6.41513, 0.14141], [-2.96048, -2.76105, -2.55157], [9.19283, 2.31416, 3.38051], [9.28133, -1.78457, 6.05722], [0.75508, 1.02401, -2.40871], [-1.16800, -6.89699, -3.07729], [-9.33122, 7.02925, -1.91141], [-2.18604, 4.44813, -2.19867], [-2.94189, -3.81801, -4.64185], [-0.63865, -3.07721, -5.56648], [0.15115, -8.80575, -2.15149], [-4.27551, 3.36916, -2.68261], [-3.59464, -3.26315, -1.68155], [7.20765, -0.39171, 6.07757], [8.05020, 1.06870, 4.72629], [10.27552, 0.57355, 4.03241]], "atomic_forces_ev_per_a": [[0.2, 0.1, 0.4], [0.1, 0.0, 0.1], [-2.0, -3.4, 1.7], [0.5, -0.4, -0.1], [-0.3, -0.7, -0.4], [2.3, 5.5, -6.7], [1.5, -1.5, 0.9], [0.9, 0.0, -0.1], [-2.0, 1.4, -2.9], [0.0, -0.1, 0.0], [0.9, 2.2, -1.1], [-1.4, 0.5, -2.0], [1.7, -2.1, 3.9], [0.0, 0.1, 0.0], [0.1, 0.4, -0.8], [0.3, -1.5, -1.0], [-1.0, 0.6, 0.5], [-0.1, 0.0, 0.0], [-0.1, -0.1, 0.3], [0.0, 0.1, -0.1], [-1.6, -2.1, 1.1], [-0.5, 0.7, 0.5], [0.8, 0.1, -0.4], [1.4, -0.6, 2.3], [-1.9, -1.3, -0.5], [2.4, 4.0, -1.4], [0.0, -0.2, -0.2], [-0.6, 0.4, 0.4], [0.0, 0.0, 0.0], [-0.1, 0.0, 0.0], [0.2, 0.4, 0.8], [0.0, 0.1, -0.1], [0.0, 0.2, 0.1], [0.2, -0.1, -0.2], [-0.8, 0.6, -0.6], [-0.1, -0.2, 0.2], [-0.8, 1.0, 0.8], [-4.6, -7.9, -0.2], [0.1, -0.1, -0.1], [0.0, 0.0, -0.1], [-0.1, -0.7, 0.2], [0.0, 0.0, 0.0], [0.9, 2.1, -1.3], [-0.6, 1.8, 1.4], [0.1, 0.1, 0.1], [0.0, 0.0, -0.1], [0.0, -0.1, 0.0], [-0.7, 0.4, 0.3], [-0.1, 0.1, 0.0], [0.1, 0.1, 0.2], [-0.8, 0.6, 0.0], [0.1, 0.2, -0.2], [0.5, -0.8, 0.5], [0.8, -0.2, 0.4], [-0.1, -0.1, -0.2], [0.1, -0.1, 0.1], [0.9, 2.8, -1.5], [-0.1, 0.0, 0.0], [-0.2, 0.0, -0.2], [0.3, -0.8, 0.0], [0.1, 0.0, 0.0], [0.1, -0.1, 0.0], [1.6, 0.8, 1.7], [0.0, 0.1, 0.1], [-1.9, 0.1, -0.1], [0.2, -0.2, 0.1], [0.1, -0.4, -0.8], [0.6, 0.3, 0.6], [0.0, -0.1, 0.0], [0.0, 0.1, 0.0], [-1.0, -2.1, 1.2], [0.0, -0.1, 0.1], [0.1, 0.0, 0.0], [-0.3, -0.2, -0.1], [0.9, -0.3, 2.3], [0.8, -0.2, 1.4], [-0.1, 0.1, 0.0], [0.2, 0.2, 0.1], [1.5, 1.3, -1.7], [0.1, 0.1, 0.0], [0.0, 0.1, -0.1], [0.1, -0.8, 0.5]]}

No. 4
{"formula": "CH3I2O2P", "method": "wB97M-V/def2-TZVPD", "fmax_ev_per_a": 4.33, "total_charge": 0, "total_energy_ha": -1127.11084, "multiplicity": 1, "relative_energy_ev": 2.245, "species": ["O", "P", "I", "H", "H", "I", "O", "C", "H"], "coordinates": [[-1.51276, 0.50326, -0.05563], [-0.19530, -0.38936, -0.54768], [-2.46045, 1.00936, -1.66165], [1.02588, 0.70747, 1.56507], [1.47267, -0.84279, 1.06597], [1.50839, 1.58618, -2.05034], [-0.51349, -1.61453, -1.26644], [0.64483, -0.20224, 1.14589], [0.03024, -0.75735, 1.80481]], "atomic_forces_ev_per_a": [[2.2, -1.2, -0.5], [0.4, 3.7, 2.2], [-1.6, 0.8, -1.3], [-0.5, 0.9, -0.5], [1.6, -0.9, -0.2], [-1.4, -1.6, 1.1], [0.6, -0.1, 0.2], [-0.1, -1.5, -1.8], [-1.1, -0.2, 0.9]]}

No. 5
{"formula": "C17H14IN4PdS3", "method": "wB97M-V/def2-TZVPD", "fmax_ev_per_a": 0.17, "total_charge": -1, "total_energy_ha": -2495.50557, "multiplicity": 1, "relative_energy_ev": 0.000, "species": ["C", "C", "C", "C", "I", "C", "H", "H", "C", "H", "C", "C", "C", "H", "H", "C", "C", "H", "S", "C", "N", "H", "C", "Pd", "N", "H", "S", "H", "C", "S", "H", "H", "N", "H", "H", "C", "C", "H", "N", "C"], "coordinates": [[-0.25353, 0.52218, 4.04472], [4.20311, -0.05484, -2.72068], [0.41866, 1.58453, 3.49297], [2.79217, 1.82478, -4.61777], [-1.49697, 4.26658, 0.46942], [2.87630, 0.58966, -2.42392], [3.19149, 0.97258, -5.17267], [0.92408, 2.31742, 4.10554], [-2.12247, -2.28365, 1.36880], [0.96576, 2.53261, 1.63152], [-1.90211, -1.73602, -1.27841], [-1.48766, 2.53735, -0.88887], [-2.57053, -2.89985, -0.89152], [4.96488, 0.29310, -2.01627], [4.13776, -1.14023, -2.60277], [0.44540, 1.71343, 2.10701], [-2.68630, -3.17135, 0.45234], [3.58945, 2.56981, -4.52880], [-2.59262, -3.24228, 5.00685], [-1.59134, -1.54751, 3.69271], [-2.79143, -3.48563, 3.41920], [-3.19808, -4.05244, 0.81728], [-1.45938, -1.14849, 0.88170], [0.22767, 1.42691, -0.80757], [-1.74493, -1.86480, 4.96608], [-1.70024, 3.01467, -1.84298], [2.21087, 0.18488, -0.84293], [-2.37401, 1.99430, -0.55783], [-0.87992, -0.38593, 3.19261], [0.71293, 2.19229, -2.86465], [4.55476, 0.16125, -3.73048], [-2.98581, -3.56325, -1.63803], [-1.37191, -0.89090, -0.41955], [-0.30630, 0.36721, 5.11431], [1.99837, 2.26850, -5.22004], [-2.19466, -2.48121, 2.80247], [-0.81210, -0.18674, 1.80790], [-1.78879, -1.47778, -2.32642], [-0.15243, 0.85721, 1.28512], [2.24986, 1.42168, -3.26638]], "atomic_forces_ev_per_a": [[0.0, 0.0, 0.0], [0.0, 0.0, 0.0], [0.0, 0.0, 0.0], [0.0, 0.0, 0.0], [0.0, 0.0, 0.0], [0.0, 0.0, 0.0], [0.0, 0.0, 0.0], [0.0, 0.0, 0.0], [0.0, 0.0, 0.0], [0.0, 0.0, 0.0], [0.0, 0.0, 0.0], [0.0, 0.0, -0.1], [0.0, 0.0, 0.0], [0.0, 0.0, 0.0], [0.0, 0.0, 0.0], [0.0, -0.1, 0.0], [0.0, 0.0, 0.0], [0.0, 0.0, 0.0], [0.0, 0.0, 0.0], [0.0, 0.0, 0.0], [0.0, 0.0, 0.0], [0.0, 0.0, 0.0], [0.0, 0.0, 0.0], [0.1, 0.0, 0.0], [0.0, 0.0, 0.0], [0.0, 0.0, 0.0], [0.0, 0.0, 0.0], [0.0, 0.0, 0.0], [0.0, 0.0, 0.0], [0.0, -0.1, 0.0], [0.0, 0.0, 0.0], [0.0, 0.0, 0.0], [0.0, 0.0, 0.0], [0.0, 0.0, 0.0], [0.0, 0.0, 0.0], [0.0, 0.0, 0.0], [0.0, -0.1, -0.1], [0.0, 0.0, 0.0], [0.1, 0.1, 0.0], [0.0, 0.0, 0.0]]}